This record from OMol25 describes a structure of composition CH3Cl2OPS. The level of theory is the ωB97M-V functional and the def2-TZVPD basis.

Results
**HOMO**: -10.26 eV
**F_max**: 2.6 eV/Å
**Frontier orbital gap**: 9.6 eV
**Relative energy (zero: lowest compared OMol25 entry of this formula, charge and spin)**: 59.67 kcal/mol
**Spin multiplicity**: 1

```
9
CH3Cl2OPS | OMol25 | the ωB97M-V functional and the def2-TZVPD basis
C -1.818 0.575 -0.284
O -3.092 -1.921 -0.066
P -1.758 -1.326 -0.158
S -0.062 -2.138 0.095
Cl -1.988 0.834 1.448
Cl 3.383 -1.339 0.972
H -2.838 0.795 -0.682
H -0.724 0.864 -0.515
H 2.816 -1.227 -0.235
```